Formula: C3H10NO3S
Source: the Open Molecules 2025 dataset
Level of theory: wB97M-V/def2-TZVPD

```
18
C3H10NO3S (wB97M-V/def2-TZVPD)
O 1.020 0.591 0.064
C 0.759 -0.387 -0.692
C -0.677 -0.655 -1.129
C -0.756 -2.181 -1.089
S 0.505 -2.433 0.241
N -1.661 -0.137 -0.137
H 1.571 -0.706 -1.355
H -1.011 -0.193 -2.066
H -1.765 -2.478 -0.823
H -0.370 -2.734 -1.938
H -2.079 0.712 -0.505
H -1.105 0.184 0.662
H 1.063 -0.037 3.319
H 1.034 0.675 1.953
O 1.269 0.820 2.893
H 0.382 2.304 0.281
H 1.387 3.387 0.185
O 0.435 3.268 0.134
```

Its total charge is -1. As for the spin multiplicity: 1. The calculation puts the frontier orbital gap at 7.62 eV.

=====

Formula: C4H11NO2
Source: the Open Molecules 2025 dataset
Level of theory: wB97M-V/def2-TZVPD

```
18
C4H11NO2 (wB97M-V/def2-TZVPD)
C 1.499 -1.160 -1.003
N 0.181 -0.737 -1.281
C -0.754 -1.062 -0.190
C -0.053 -0.754 1.227
C -1.316 0.063 0.640
O -2.439 -0.022 1.262
H 1.421 -2.200 -0.603
H 1.915 -0.338 -0.302
H 2.132 -1.118 -1.928
H -1.542 3.053 2.096
H -1.337 -1.938 -0.489
H -1.880 2.988 1.436
H -0.310 -1.452 2.167
H 0.820 -0.138 1.450
H -1.154 1.040 0.102
H 0.260 0.255 -1.533
H 1.434 2.007 -1.890
O 1.123 1.510 -1.160
```

As for the spin multiplicity: 1. The calculation puts the frontier orbital gap at 4.71 eV.

=====

Formula: C16H20As2F3NO4S2Y
Source: the Open Molecules 2025 dataset
Level of theory: wB97M-V/def2-TZVPD

```
49
C16H20As2F3NO4S2Y (wB97M-V/def2-TZVPD)
Y -1.306 -1.385 -0.046
O 0.099 -1.680 1.462
N 1.043 -2.686 1.493
C 2.059 -2.500 2.424
C 3.275 -3.081 2.253
C 3.553 -3.835 1.096
C 2.547 -3.932 0.121
C 1.322 -3.339 0.276
S 0.062 -3.413 -0.949
H 1.770 -1.921 3.287
H 4.018 -2.956 3.029
H 4.512 -4.306 0.948
H 2.718 -4.482 -0.795
C 2.592 -0.383 -0.749
As 0.831 0.164 -1.347
C 1.095 0.193 -3.272
C 0.867 2.066 -0.901
C 1.800 2.906 -1.506
C 1.860 4.252 -1.187
C 0.986 4.778 -0.246
C 0.058 3.952 0.366
C -0.013 2.598 0.044
As -1.335 1.474 0.932
C -2.920 2.600 0.865
C -0.822 1.655 2.795
H 2.613 -0.394 0.340
H 3.347 0.301 -1.136
H 2.777 -1.395 -1.105
H 2.029 0.684 -3.538
H 0.262 0.702 -3.752
H 1.123 -0.843 -3.608
H 2.493 2.508 -2.238
H 2.588 4.891 -1.669
H 1.028 5.828 0.011
H -0.618 4.372 1.102
H -2.755 3.553 1.364
H -3.736 2.070 1.354
H -3.193 2.772 -0.175
H -0.662 2.700 3.056
H 0.085 1.078 2.966
H -1.622 1.243 3.408
F -3.964 -3.804 -0.969
C -4.929 -2.886 -1.044
F -5.890 -3.193 -0.183
F -5.426 -2.878 -2.276
S -4.220 -1.234 -0.648
O -5.286 -0.295 -0.708
O -3.128 -1.080 -1.622
O -3.585 -1.439 0.676
```

As for the spin multiplicity: 2. The calculation puts the frontier orbital gap (spin up / spin down) at 5.09 / 7.92 eV.

=====

Formula: C4H9N3O3
Source: the Open Molecules 2025 dataset
Level of theory: wB97M-V/def2-TZVPD

```
19
C4H9N3O3 (wB97M-V/def2-TZVPD)
C 1.354 -1.468 -1.427
N 0.467 -0.947 -0.446
C 1.119 -0.259 0.625
C 0.103 0.271 1.623
C -0.905 1.177 0.873
O -1.837 1.784 1.600
N -1.518 0.260 -0.140
O -2.727 0.931 -0.524
N -0.512 0.157 -1.247
O -0.966 -0.416 -2.317
H 0.749 -1.549 -2.340
H 2.241 -0.824 -1.635
H 1.727 -2.468 -1.143
H 1.745 0.593 0.258
H 1.820 -0.966 1.127
H -0.450 -0.557 2.070
H 0.603 0.840 2.420
H -0.256 1.933 0.301
H -2.757 1.506 0.323
```

The SMILES is CN1CC[C@H]([O-])N(O)N1[O-]. Its total charge is -2. As for the spin multiplicity: 1. The calculation puts the frontier orbital gap at 5.01 eV.

=====

Formula: C5H8N2O3
Source: the Open Molecules 2025 dataset
Level of theory: wB97M-V/def2-TZVPD

```
18
C5H8N2O3 (wB97M-V/def2-TZVPD)
C 1.576 0.566 -1.656
C 1.397 0.996 -0.285
O 2.489 0.827 0.453
C 0.281 1.604 0.259
N -0.811 1.672 -0.521
O -1.886 2.119 -0.092
H 1.603 -0.489 -1.875
H 2.558 1.065 -1.855
H 0.838 0.938 -2.394
H 3.178 0.346 0.021
H 0.422 1.804 1.400
C -2.576 -1.669 1.155
C -1.238 -1.415 0.641
N -0.074 -1.334 0.634
O 1.078 -1.440 0.321
H -2.614 -1.462 2.186
H -2.713 -2.788 0.874
H -3.508 -1.340 0.733
```

The SMILES is C/C(O)=C\N=O.CC#[N+][O-]. As for the spin multiplicity: 1. The calculation puts the frontier orbital gap at 8.44 eV.

=====

Formula: C9H13N3O2
Source: the Open Molecules 2025 dataset
Level of theory: wB97M-V/def2-TZVPD

```
27
C9H13N3O2 (wB97M-V/def2-TZVPD)
O -1.425 -2.657 -1.063
N -2.236 -1.769 -0.778
C -2.764 -1.676 0.457
C -3.334 -0.439 0.842
C -3.285 0.726 -0.003
C -2.469 1.292 -0.897
N -1.065 0.997 -1.005
C -0.351 0.517 0.075
O -0.909 0.500 1.153
N 0.944 0.179 0.041
C 1.656 -0.214 1.179
C 3.145 0.229 0.888
C 3.194 -0.060 -0.621
C 1.855 0.308 -1.121
H -2.609 -2.458 1.241
H -3.693 -0.220 1.856
H -4.112 1.366 0.178
H -2.769 1.871 -1.717
H -0.593 1.517 -1.695
H 1.551 -1.323 1.423
H 1.387 0.407 1.977
H 3.911 -0.328 1.504
H 3.304 1.175 1.243
H 4.037 0.395 -1.079
H 3.407 -1.171 -0.680
H 1.683 1.252 -1.497
H 1.537 -0.416 -1.903
```

The SMILES is O=N/C=C\C=C/NC(=O)N1CCCC1. As for the spin multiplicity: 1. The calculation puts the frontier orbital gap at 7.60 eV.

=====

Going through the records in order, we get relative energy (zero: lowest compared OMol25 entry of this formula, charge and spin) values of 34.6; 233.6; 0.0; 16.4; 160.2; 88.5 kcal per mole.
Going through the records in order, we get E values of -799.0049; -363.8959; -6583.3096; -547.5293; -530.3220; -665.3286 a.u..